Entry 1:
A cluster of 5 separate species, C18H39N8O4P2S in total. Source: the OMol25 dataset; level of theory: ωB97M-V/def2-TZVPD.

Its HOMO energy is -0.398 hartree. The calculation puts the HOMO-LUMO gap at 0.299 Ha. The lowest unoccupied orbital energy comes out at -2.68 eV. As for the total charge: +1.

Last column: Mulliken charge in e.
Cartesian coordinates (Å):
C (1.58, 1.03, 3.74)  -0.01
C (1.06, 1.23, 2.68)  -0.86
C (0.44, 1.64, 1.40)  0.16
C (1.34, 1.31, 0.25)  -0.06
N (2.54, 1.89, 0.11)  0.06
C (3.12, 1.39, -1.05)  -0.06
P (4.78, 1.93, -1.59)  0.19
N (5.80, 0.77, -1.76)  -0.59
C (2.24, 0.52, -1.61)  0.06
P (2.47, -0.38, -3.19)  0.19
S (0.79, -0.84, -4.05)  -0.35
N (1.13, 0.48, -0.75)  0.56
N (-0.02, -0.28, -0.89)  -0.72
H (2.24, 0.70, 4.51)  0.48
H (0.23, 2.70, 1.41)  0.44
H (-0.52, 1.14, 1.28)  0.17
H (2.92, 2.57, 0.75)  0.34
H (5.12, 2.88, -0.60)  0.09
H (4.53, 2.60, -2.81)  0.14
H (6.61, 0.85, -1.15)  0.24
H (3.27, -1.51, -2.95)  0.17
H (3.18, 0.56, -3.96)  0.11
H (-0.08, -0.99, -0.16)  0.19
H (-0.83, 0.32, -0.82)  0.01
C (-1.89, -2.55, 0.91)  0.06
O (-0.76, -2.97, 0.70)  -0.69
N (-2.44, -2.38, 2.12)  0.14
C (-3.79, -1.87, 2.30)  -0.78
C (-1.66, -2.74, 3.30)  -0.95
H (-2.57, -2.25, 0.09)  0.37
H (-3.77, -0.96, 2.90)  0.26
H (-4.40, -2.61, 2.81)  0.33
H (-4.24, -1.66, 1.33)  0.31
H (-0.74, -2.15, 3.34)  0.24
H (-1.39, -3.79, 3.26)  0.32
H (-2.25, -2.54, 4.19)  0.40
C (-2.76, 3.49, -0.35)  0.08
O (-1.91, 2.94, 0.34)  -0.57
N (-3.14, 3.10, -1.57)  0.16
C (-4.16, 3.81, -2.33)  -0.92
C (-2.52, 1.92, -2.16)  -0.82
H (-3.29, 4.39, 0.00)  0.27
H (-5.00, 3.15, -2.54)  0.34
H (-3.74, 4.17, -3.27)  0.35
H (-4.52, 4.66, -1.75)  0.29
H (-2.71, 1.05, -1.53)  0.19
H (-1.45, 2.07, -2.25)  0.29
H (-2.94, 1.74, -3.15)  0.40
C (-2.81, 0.99, 4.90)  0.50
O (-3.70, 0.15, 4.89)  -0.67
N (-2.59, 1.85, 5.90)  0.09
C (-1.52, 2.83, 5.85)  -0.74
C (-3.46, 1.81, 7.07)  -0.96
H (-2.10, 1.10, 4.06)  -0.02
H (-0.82, 2.67, 6.68)  0.34
H (-1.92, 3.84, 5.91)  0.35
H (-0.97, 2.72, 4.91)  0.11
H (-3.40, 0.83, 7.54)  0.30
H (-4.49, 1.99, 6.77)  0.30
H (-3.15, 2.57, 7.78)  0.39
C (3.00, -3.20, -5.69)  0.25
O (3.36, -2.21, -6.31)  -0.63
N (3.67, -4.36, -5.64)  0.07
C (3.19, -5.50, -4.87)  -0.93
C (4.91, -4.49, -6.39)  -0.95
H (2.08, -3.20, -5.08)  0.22
H (3.92, -5.78, -4.12)  0.34
H (3.01, -6.35, -5.53)  0.34
H (2.25, -5.24, -4.38)  0.31
H (5.63, -3.74, -6.05)  0.30
H (4.72, -4.32, -7.46)  0.30
H (5.32, -5.48, -6.25)  0.38



Entry 2:
A cluster of 6 separate species, C18H40B2NO19 in total. Source: the OMol25 dataset; level of theory: ωB97M-V/def2-TZVPD.

Its HOMO energy is -0.091 hartree. The calculation puts the HOMO-LUMO gap at 0.153 Ha. The lowest unoccupied orbital energy comes out at 1.68 eV. As for the energy relative to the best compared isomer or geometry (same formula, charge and spin): 18.75 kcal per mole. As for the total charge: -1.

Last column: Mulliken charge in e.
Cartesian coordinates (Å):
C (1.30, -3.76, -2.75)  -0.77
C (-0.19, -3.89, -3.19)  -0.01
O (-0.39, -4.75, -4.29)  -0.52
B (-0.11, -4.11, -5.53)  0.64
O (-1.05, -4.34, -6.63)  -0.82
N (1.04, -3.27, -5.80)  -0.23
C (2.17, -4.22, -5.99)  -0.68
B (3.46, -3.27, -6.08)  0.60
O (3.74, -2.47, -4.94)  -0.50
O (4.26, -3.19, -7.26)  -0.60
H (1.34, -3.62, -1.66)  0.27
H (1.88, -4.64, -3.07)  0.23
H (1.74, -2.90, -3.27)  0.07
H (-0.61, -2.88, -3.34)  0.16
H (-0.73, -4.34, -2.34)  0.26
H (-0.62, -4.99, -7.18)  0.20
H (2.10, -4.79, -6.94)  0.04
H (2.30, -4.90, -5.12)  0.15
H (4.67, -2.30, -4.87)  0.25
H (3.98, -2.41, -7.73)  0.29
C (0.41, 3.08, -1.68)  -0.67
O (0.69, 1.75, -2.11)  -0.30
C (0.77, 1.62, -3.44)  0.70
O (0.61, 2.51, -4.24)  -0.56
O (1.04, 0.35, -3.71)  -0.16
C (1.15, 0.05, -5.12)  -0.32
H (0.37, 3.06, -0.59)  0.20
H (1.19, 3.76, -2.00)  0.29
H (-0.56, 3.40, -2.06)  0.30
H (1.96, 0.62, -5.57)  0.29
H (0.21, 0.25, -5.63)  0.30
H (1.37, -1.02, -5.21)  -0.06
C (-0.37, -1.28, 1.71)  -0.68
O (0.22, -2.57, 1.71)  -0.27
C (1.03, -2.82, 2.74)  0.78
O (1.31, -2.08, 3.64)  -0.53
O (1.49, -4.06, 2.59)  -0.31
C (2.38, -4.48, 3.62)  -0.66
H (-1.00, -1.22, 0.82)  0.30
H (-1.00, -1.14, 2.59)  0.24
H (0.39, -0.51, 1.65)  0.33
H (1.89, -4.47, 4.58)  0.29
H (3.27, -3.84, 3.64)  0.30
H (2.69, -5.50, 3.38)  0.22
C (-2.15, 4.16, 6.56)  -0.73
O (-1.04, 3.26, 6.51)  -0.23
C (-1.27, 2.14, 5.83)  0.68
O (-2.30, 1.85, 5.28)  -0.55
O (-0.17, 1.40, 5.86)  -0.32
C (-0.28, 0.15, 5.16)  -0.57
H (-1.84, 5.03, 7.13)  0.21
H (-2.42, 4.48, 5.55)  0.32
H (-3.00, 3.69, 7.05)  0.33
H (-0.48, 0.33, 4.11)  0.21
H (-1.05, -0.47, 5.61)  0.32
H (0.68, -0.36, 5.26)  0.29
C (-4.49, 1.81, -8.03)  -0.61
O (-4.82, 0.50, -7.57)  -0.35
C (-3.79, -0.36, -7.63)  0.80
O (-2.69, -0.10, -8.02)  -0.54
O (-4.22, -1.53, -7.18)  -0.36
C (-3.22, -2.57, -7.18)  -0.45
H (-5.39, 2.42, -7.93)  0.21
H (-3.71, 2.25, -7.41)  0.28
H (-4.19, 1.79, -9.07)  0.28
H (-2.39, -2.31, -6.52)  0.13
H (-2.86, -2.76, -8.18)  0.29
H (-3.69, -3.47, -6.79)  0.29
C (0.70, 7.12, 12.50)  -0.63
O (0.80, 5.78, 12.02)  -0.32
C (0.75, 5.68, 10.69)  0.79
O (0.63, 6.60, 9.92)  -0.54
O (0.85, 4.40, 10.37)  -0.33
C (0.81, 4.14, 8.97)  -0.34
H (0.75, 7.08, 13.59)  0.22
H (1.53, 7.73, 12.14)  0.29
H (-0.25, 7.57, 12.22)  0.29
H (1.64, 4.63, 8.46)  0.31
H (-0.14, 4.47, 8.54)  0.05
H (0.90, 3.07, 8.83)  0.24



Entry 3:
A cluster of 19 separate species, C18H40Cl36NO in total. Source: the OMol25 dataset; level of theory: ωB97M-V/def2-TZVPD.

Its HOMO energy is -0.432 hartree. The calculation puts the HOMO-LUMO gap at 0.318 Ha. The lowest unoccupied orbital energy comes out at -3.09 eV. As for the total charge: +1.

Last column: Mulliken charge in e.
Cartesian coordinates (Å):
N (-0.19, 6.14, 1.01)  0.19
O (0.98, 5.47, 0.62)  -0.26
H (0.00, 6.71, 1.84)  0.24
H (-0.97, 5.48, 1.18)  0.02
H (-0.49, 6.75, 0.24)  0.37
H (1.03, 5.52, -0.34)  0.26
C (0.53, 2.10, 0.14)  0.68
Cl (-1.19, 2.45, 0.38)  -0.15
Cl (0.78, 1.09, -1.29)  -0.06
H (1.06, 3.03, 0.01)  -0.65
H (0.91, 1.58, 1.01)  0.24
C (1.26, -2.69, -0.41)  0.87
Cl (0.08, -4.01, -0.51)  -0.14
Cl (1.66, -2.30, 1.26)  -0.19
H (2.16, -2.99, -0.93)  -0.46
H (0.84, -1.81, -0.89)  -0.09
C (-1.42, 4.90, 4.04)  1.22
Cl (-2.77, 4.60, 2.94)  -0.13
Cl (-0.92, 6.60, 4.00)  -0.25
H (-1.73, 4.64, 5.05)  -0.32
H (-0.57, 4.28, 3.74)  -0.41
C (-1.60, -3.30, -4.42)  0.65
Cl (-0.59, -4.58, -3.75)  -0.17
Cl (-1.13, -1.71, -3.79)  -0.14
H (-1.50, -3.29, -5.50)  -0.35
H (-2.64, -3.49, -4.15)  -0.05
C (3.18, 3.98, 2.80)  -0.28
Cl (3.89, 2.76, 1.74)  -0.10
Cl (1.62, 3.42, 3.46)  -0.15
H (3.85, 4.17, 3.63)  0.44
H (3.01, 4.88, 2.23)  0.05
C (-5.25, -4.04, -6.55)  -0.29
Cl (-4.12, -5.31, -7.00)  -0.11
Cl (-4.88, -3.41, -4.94)  -0.15
H (-5.16, -3.23, -7.26)  0.21
H (-6.26, -4.43, -6.56)  0.36
C (-3.56, 3.43, 7.63)  -0.29
Cl (-2.13, 2.90, 6.73)  -0.24
Cl (-3.98, 5.10, 7.26)  -0.15
H (-4.40, 2.79, 7.36)  0.32
H (-3.36, 3.34, 8.69)  0.31
C (-1.46, -3.04, -8.87)  -0.16
Cl (-0.88, -4.57, -8.23)  -0.14
Cl (-2.42, -2.15, -7.68)  -0.14
H (-0.60, -2.43, -9.15)  0.30
H (-2.08, -3.23, -9.74)  0.15
C (-0.83, -0.30, 8.13)  0.35
Cl (-2.01, -1.61, 8.10)  -0.13
Cl (-0.42, 0.16, 9.79)  -0.15
H (0.07, -0.63, 7.63)  0.28
H (-1.25, 0.56, 7.62)  -0.30
C (0.85, -0.08, -6.04)  0.02
Cl (2.50, 0.53, -5.85)  -0.15
Cl (0.30, 0.04, -7.72)  -0.18
H (0.83, -1.12, -5.74)  0.11
H (0.19, 0.50, -5.41)  0.19
C (-1.89, -7.33, -11.19)  -0.23
Cl (-0.36, -7.66, -12.01)  -0.15
Cl (-2.39, -5.65, -11.40)  -0.13
H (-2.66, -7.97, -11.61)  0.31
H (-1.78, -7.54, -10.13)  0.21
C (4.56, 3.25, -1.91)  -0.08
Cl (2.84, 3.62, -1.64)  -0.13
Cl (4.77, 2.21, -3.31)  -0.09
H (5.10, 4.17, -2.07)  0.08
H (4.94, 2.74, -1.03)  0.17
C (2.41, -2.09, 11.09)  0.08
Cl (1.50, -3.51, 11.64)  -0.14
Cl (3.97, -2.55, 10.40)  -0.16
H (1.83, -1.58, 10.33)  -0.05
H (2.58, -1.44, 11.93)  0.27
C (0.10, -7.42, 1.32)  0.10
Cl (-1.41, -8.31, 1.05)  -0.16
Cl (1.49, -8.50, 1.36)  -0.16
H (0.23, -6.71, 0.51)  -0.04
H (0.04, -6.90, 2.27)  0.26
C (-3.37, 6.52, -1.26)  -0.37
Cl (-2.35, 5.22, -0.63)  -0.06
Cl (-2.92, 8.07, -0.55)  -0.15
H (-3.25, 6.57, -2.34)  0.33
H (-4.41, 6.30, -1.01)  0.31
C (-4.02, -3.43, 11.25)  -0.27
Cl (-2.29, -3.29, 11.53)  -0.08
Cl (-4.92, -2.12, 12.04)  -0.15
H (-4.21, -3.38, 10.18)  0.22
H (-4.37, -4.37, 11.65)  0.29
C (5.43, 6.27, -4.82)  -0.29
Cl (6.68, 5.91, -3.62)  -0.16
Cl (4.53, 4.82, -5.30)  -0.10
H (4.74, 6.99, -4.40)  0.26
H (5.91, 6.68, -5.70)  0.31
C (4.93, -3.57, -2.14)  -0.35
Cl (4.15, -4.84, -1.19)  -0.13
Cl (4.37, -1.96, -1.66)  -0.09
H (6.00, -3.62, -1.99)  0.31
H (4.69, -3.72, -3.19)  0.29



Q: Which of these has the lowest HOMO?
A: C18H40Cl36NO



Q: The highest HOMO-LUMO gap belongs to which entry?
A: C18H40Cl36NO